(1)
The following is a quantum chemistry calculation of C17H33BrGeN2O5SbSe4Ti as an isolated structure, from OMol25.

Last column: Mulliken charge in e.
Element x y z (Å)
Sb: 0.362 5.915 -2.407  0.532
Br: 1.430 -4.419 4.828  -0.296
Se: 2.726 5.251 -3.226  -0.291
Se: 0.583 6.925 -0.207  -0.757
Se: -0.168 2.920 -1.133  -0.443
Se: 1.955 7.334 -4.008  -0.486
Ge: 0.701 -2.168 -2.293  0.581
Ti: -0.157 0.657 -0.409  -0.204
O: 2.348 1.166 -0.288  -0.140
O: -1.372 -0.883 0.120  -0.136
O: 0.711 2.022 1.872  -0.109
O: -1.807 1.594 1.405  0.281
O: 0.633 -0.611 0.946  -0.545
N: -2.193 0.884 -1.600  -0.373
N: -3.228 -0.102 -1.573  -0.722
C: -0.698 -2.388 1.856  0.920
C: -1.521 2.886 1.918  -0.711
C: 1.575 -2.651 -4.000  -1.408
C: -3.183 1.276 1.455  -1.026
C: 2.800 1.460 1.029  -0.898
C: 2.957 2.040 -1.241  -0.934
C: 1.847 -2.883 -0.872  -1.229
C: -1.026 -3.103 -2.278  -0.870
C: -1.140 -4.583 3.610  -0.664
C: 1.995 2.567 1.665  -0.566
C: -0.182 2.816 2.623  -0.649
C: -2.133 -4.163 2.705  -0.635
C: 0.062 -3.867 3.601  0.132
C: -0.480 -1.313 0.988  0.418
C: 0.490 -0.242 -2.202  -0.098
C: -1.935 -3.106 1.854  -0.779
C: 0.315 -2.808 2.777  -0.402
H: 2.559 -2.182 -4.061  0.354
H: 1.929 3.458 1.029  0.339
H: -3.080 -4.692 2.685  0.360
H: -1.600 -2.775 -1.412  -0.033
H: 0.206 3.831 2.758  0.459
H: -3.519 1.209 2.497  0.337
H: 4.033 1.831 -1.267  0.261
H: -2.712 -2.796 1.168  0.324
H: 2.780 3.089 -0.999  0.169
H: -1.291 -5.415 4.282  0.379
H: 0.982 -2.307 -4.851  0.361
H: -3.317 0.321 0.958  0.172
H: -1.497 3.603 1.094  0.267
H: -2.290 3.177 2.643  0.490
H: 2.424 -2.074 -0.426  0.198
H: 2.511 1.853 -2.212  0.449
H: 1.450 0.214 -2.447  0.102
H: 2.659 0.550 1.611  0.132
H: 2.455 2.843 2.625  0.458
H: 2.528 -3.637 -1.273  0.517
H: 1.259 -2.283 2.802  0.426
H: -2.512 1.794 -1.282  0.246
H: -0.300 2.346 3.608  0.242
H: 3.865 1.719 0.998  0.592
H: -1.811 1.049 -2.525  0.294
H: -0.193 0.057 -3.002  0.379
H: -1.588 -2.894 -3.192  0.304
H: 1.250 -3.334 -0.077  0.362
H: -3.779 2.040 0.940  0.347
H: -2.774 -0.997 -1.437  0.174
H: 1.703 -3.733 -4.082  0.359
H: -3.720 -0.106 -2.460  0.280
H: -0.880 -4.183 -2.204  0.408

The HOMO energy (alpha / beta) comes out at -0.624 / -1.648 eV. Its HOMO-LUMO gap (alpha / beta) is 4.5 / 5.5 eV. Its spin multiplicity is 2. The value obtained for the energy relative to the best compared isomer or geometry (same formula, charge and spin) is 159.8 kJ/mol. Its net charge is -2.

***

(2)
The following is a quantum chemistry calculation of a 2-piece molecular cluster, C50H65N4O2 overall, from OMol25.

Last column: Mulliken charge in e.
Element x y z (Å)
O: -2.748 -2.785 5.047  -0.598
O: -2.380 -4.536 3.740  -0.615
N: -3.154 3.358 -0.393  0.075
N: 1.424 -0.349 -1.019  0.971
N: 1.243 -0.678 1.229  2.082
N: -2.658 -3.324 3.913  1.124
C: -5.528 5.095 -0.452  -0.798
C: 1.150 4.286 0.448  -0.946
C: 0.579 -3.459 -3.387  -1.252
C: 0.201 -2.872 4.743  -1.778
C: -1.851 -2.126 0.598  -0.466
C: 0.406 1.644 2.706  -1.328
C: 4.226 -2.099 -4.429  -1.767
C: -2.439 -0.228 2.011  -0.020
C: -1.715 -0.767 0.926  -0.323
C: 3.744 -1.397 -3.147  1.692
C: -4.487 2.809 -0.419  -0.681
C: -2.409 -3.003 1.516  -0.997
C: -0.615 1.058 4.819  -1.612
C: -2.446 -0.290 -3.161  -1.919
C: 2.636 -0.052 -0.392  -1.389
C: -0.306 3.167 -1.112  -0.108
C: -0.944 0.044 -3.217  1.954
C: 1.995 4.644 -0.610  -0.802
C: 1.052 -3.488 0.019  -1.124
C: 1.632 -5.216 1.624  -2.439
C: 1.258 -1.008 -2.309  0.055
C: -1.264 2.013 -1.462  -0.800
C: -0.025 3.557 0.188  0.179
C: -0.625 0.617 -4.609  -1.816
C: -0.803 0.029 0.006  -0.565
C: -2.797 -2.480 2.764  -0.308
C: -5.541 3.709 0.223  -0.761
C: -4.122 5.704 -0.508  -0.745
C: 0.479 -1.516 4.812  -0.399
C: -3.138 4.662 -1.021  -0.690
C: -0.485 1.100 -2.279  -2.083
C: 2.523 -0.204 0.933  -1.237
C: 1.710 -3.706 1.365  1.793
C: 0.608 0.771 3.923  1.782
C: 1.573 4.462 -1.933  -0.801
C: 3.192 -3.341 1.320  -1.215
C: 2.295 -1.831 -2.830  1.263
C: 1.003 -2.857 2.452  -0.261
C: 0.375 3.786 -2.177  -0.198
C: -0.393 -2.454 -3.313  -0.369
C: -0.044 -1.173 -2.885  0.139
C: 0.922 -1.433 2.442  -0.361
C: 1.922 -3.136 -3.190  -0.767
C: -2.943 -1.099 2.971  -0.714
C: 0.512 -0.591 0.033  -0.649
C: 3.835 0.110 -3.436  -1.606
C: 0.474 -3.541 3.548  0.345
C: 1.911 1.197 4.602  -1.824
C: 4.697 -1.851 -2.038  -1.387
C: 0.675 -0.754 3.651  0.581
H: -1.508 0.582 4.388  0.184
H: 1.609 -3.998 -0.777  0.844
H: 2.703 -3.888 -3.363  0.341
H: 4.532 -1.309 -1.104  0.354
H: -0.492 0.691 5.842  0.494
H: -5.889 4.973 -1.481  0.311
H: -2.102 5.028 -1.011  0.240
H: 3.652 -3.517 2.301  0.435
H: -5.297 3.816 1.290  0.335
H: -3.802 6.041 0.483  0.365
H: -2.592 0.850 2.104  0.441
H: 1.006 -2.414 -0.235  0.178
H: -3.413 4.470 -2.092  0.311
H: 2.101 -5.492 2.576  0.464
H: -0.833 -0.120 -5.403  0.416
H: -2.001 2.404 -2.185  1.067
H: 5.731 -1.666 -2.360  0.555
H: 0.312 -4.480 -3.648  0.452
H: 0.336 -4.619 3.528  0.502
H: 2.177 -5.741 0.828  0.397
H: -0.539 1.387 2.221  -0.766
H: -0.135 -3.413 5.625  0.377
H: 0.336 2.695 3.027  0.932
H: 3.560 -1.868 -5.269  0.414
H: 3.323 0.727 -2.690  0.280
H: 4.573 -2.924 -1.839  0.242
H: -3.417 -0.768 3.884  0.528
H: 3.353 -2.295 1.062  -0.147
H: 0.598 -5.579 1.609  0.484
H: -6.206 5.765 0.076  0.352
H: -1.188 -0.185 -0.997  -0.360
H: -6.527 3.231 0.170  0.361
H: 1.422 4.539 1.477  0.405
H: -1.470 -2.485 -0.366  1.116
H: 2.760 1.000 3.935  0.289
H: 1.889 2.272 4.816  0.447
H: 0.008 3.678 -3.203  0.395
H: -0.636 1.039 0.365  -0.211
H: -0.737 3.317 0.979  0.953
H: 3.711 -3.955 0.575  0.451
H: -1.972 1.724 -0.669  0.383
H: 0.013 -3.840 0.028  0.476
H: -1.412 -2.673 -3.638  0.477
H: 3.475 0.350 -0.924  1.731
H: 0.422 0.930 -4.706  0.345
H: -3.047 0.626 -3.115  0.354
H: 0.464 -1.033 5.790  0.395
H: -1.270 1.487 -4.791  0.476
H: 2.168 4.825 -2.779  0.430
H: 4.899 0.393 -3.473  0.405
H: -4.475 1.801 0.028  0.290
H: -0.805 2.138 4.868  0.386
H: 0.584 1.274 -2.269  1.568
H: 5.232 -1.738 -4.673  0.468
H: -4.080 6.573 -1.171  0.358
H: -2.485 -4.072 1.334  0.458
H: -4.771 2.690 -1.496  0.305
H: -2.713 -0.959 -2.336  0.188
H: 2.979 5.085 -0.412  0.439
H: 4.282 -3.185 -4.315  0.376
H: 3.358 0.314 -4.407  0.327
H: -2.729 -0.807 -4.089  0.598
H: 1.226 1.571 1.993  0.434
H: 3.281 -0.099 1.703  0.214
H: 2.080 0.656 5.539  0.371

The HOMO energy comes out at -8.115 eV. Its HOMO-LUMO gap is 3.8 eV. Its spin multiplicity is 1. The value obtained for the energy relative to the best compared isomer or geometry (same formula, charge and spin) is 614.4 kJ/mol. Its net charge is +1.

***

(3)
The following is a quantum chemistry calculation of C4H5ClOS2 in the gas phase, from OMol25.

Last column: Mulliken charge in e.
Element x y z (Å)
Cl: -2.948 -0.852 0.067  -0.170
S: 0.554 -2.088 1.609  -0.214
S: 0.414 -2.292 -1.300  -0.141
O: 1.709 0.873 -0.498  -0.472
C: 0.663 1.055 0.419  -0.473
C: 0.104 -1.443 0.225  0.249
C: -1.667 0.322 0.009  -0.260
C: -0.374 -0.038 0.157  0.001
H: 0.214 2.060 0.283  0.310
H: 2.422 1.438 -0.193  0.294
H: -2.085 1.313 -0.093  0.394
H: 0.028 -1.310 -2.172  0.178
H: 0.967 0.963 1.486  0.303

As for the SMILES: OC/C(=C/Cl)C(=S)S. The HOMO energy comes out at -8.862 eV. Its HOMO-LUMO gap is 8.5 eV. Its spin multiplicity is 1. The value obtained for the energy relative to the best compared isomer or geometry (same formula, charge and spin) is 75.2 kJ/mol. Its net charge is 0.

***

(4)
The following is a quantum chemistry calculation of C4H5NO in the gas phase, from OMol25.

Last column: Mulliken charge in e.
Element x y z (Å)
O: -0.217 -1.458 0.307  -0.545
N: 2.335 -0.091 0.358  -0.530
C: 1.283 0.398 -0.027  0.369
C: -1.146 0.617 -0.219  -0.291
C: 0.213 1.146 -0.271  -0.435
C: -1.324 -0.687 0.012  -0.276
H: -2.224 -1.262 -0.153  0.375
H: 0.413 2.146 -0.637  0.335
H: -1.984 1.273 -0.437  0.356
H: 2.761 -0.833 -0.186  0.292
H: -0.035 -1.292 1.240  0.351

As for the SMILES: N=C=C/C=C\O. The HOMO energy comes out at -8.018 eV. Its HOMO-LUMO gap is 8.9 eV. Its spin multiplicity is 1. The value obtained for the energy relative to the best compared isomer or geometry (same formula, charge and spin) is 221.5 kJ/mol. Its net charge is 0.

***

(5)
The following is a quantum chemistry calculation of C11H12ClNO in the gas phase, from OMol25.

Last column: Mulliken charge in e.
Element x y z (Å)
Cl: -3.686 -1.732 0.289  -0.277
O: 0.924 -1.665 1.047  -0.380
N: 0.770 0.446 -0.071  -0.081
C: 3.030 -0.503 0.501  -1.266
C: -2.065 -1.058 -0.013  0.577
C: -0.047 -2.499 0.415  -0.387
C: -1.754 3.065 -0.192  -0.510
C: -2.894 1.100 0.461  -1.056
C: -0.615 2.362 -0.343  -0.762
C: -2.867 2.476 0.298  -0.450
C: -1.049 -1.928 -0.612  -0.721
C: -0.578 0.941 -0.208  0.468
C: -1.821 0.273 0.094  0.728
C: 1.496 -0.616 0.387  0.648
H: 0.284 2.999 -0.314  0.208
H: -3.792 3.052 0.479  0.343
H: -0.504 -1.250 -1.351  0.244
H: 1.454 1.137 -0.416  0.197
H: -3.858 0.556 0.751  0.209
H: 3.285 0.430 0.950  0.367
H: 3.525 -0.541 -0.459  0.313
H: -0.419 -3.003 1.324  0.289
H: -1.564 -2.750 -1.259  0.453
H: 3.285 -1.407 1.149  0.329
H: -1.735 4.138 -0.583  0.256
H: 0.531 -3.298 -0.138  0.260

The HOMO energy (alpha / beta) comes out at -6.221 / -5.696 eV. Its HOMO-LUMO gap (alpha / beta) is 6.6 / 5.4 eV. Its spin multiplicity is 1. The value obtained for the energy relative to the best compared isomer or geometry (same formula, charge and spin) is 182.1 kJ/mol. Its net charge is 0.